This record from the OMol25 dataset describes a 6-piece molecular cluster, C50H58BF8N3O15 overall. The level of theory is the ωB97M-V functional and the def2-TZVPD basis.

Element x y z (Å)
C (-10.38909, -1.00058, 0.70694)
C (-10.07891, -1.59256, -0.82137)
C (-8.74852, -0.79687, -1.39206)
C (-9.24958, 0.40773, -2.43788)
C (-7.76393, -1.77327, -2.32619)
O (-7.34493, -3.00663, -1.71329)
C (-6.50016, -2.95942, -0.55589)
N (-7.42636, -2.88149, 0.68121)
B (-5.43663, -1.73908, -0.37523)
N (-4.70638, -0.96622, -1.45806)
O (-5.08941, -1.35373, 1.03918)
C (-5.82762, -4.48597, -0.40163)
C (-4.82183, -4.60540, 0.91516)
C (-4.32428, -6.20268, 0.92501)
C (-3.65378, -6.66256, 2.35231)
C (-4.88328, -6.94547, 3.39913)
C (-2.48088, -5.66102, 2.91224)
O (-5.38044, -5.11025, -1.61326)
C (-4.35785, -4.48419, -2.40017)
N (-3.13289, -3.95246, -1.71937)
O (-4.82203, -3.39631, -3.32569)
C (-3.81357, -5.66889, -3.45422)
C (-2.27108, -5.44559, -3.95072)
O (-1.41441, -6.30480, -3.11485)
C (-0.23913, -5.58907, -2.59610)
C (0.99260, -5.42564, -3.66533)
F (1.39668, -6.81304, -4.06740)
F (0.64230, -4.57875, -4.85580)
C (2.27785, -4.76197, -2.88835)
F (2.48366, -5.27264, -1.50085)
F (3.50635, -5.17413, -3.66068)
C (2.26196, -3.12506, -2.79579)
F (0.90996, -2.51184, -2.78037)
F (2.90775, -2.73665, -1.49460)
C (3.11756, -2.36707, -3.97870)
F (4.54650, -2.12257, -3.61342)
F (2.48456, -1.00561, -4.13196)
H (-10.07063, -1.82559, 1.48865)
H (-11.52400, -0.71360, 0.75603)
H (-9.78310, -0.00605, 0.91817)
H (-9.87761, -2.75392, -0.82278)
H (-11.01294, -1.40837, -1.51761)
H (-8.14052, -0.26253, -0.53394)
H (-10.17124, 0.00642, -3.07695)
H (-8.34243, 0.75157, -3.12894)
H (-9.61039, 1.29190, -1.75782)
H (-6.91599, -1.14391, -2.88330)
H (-8.49033, -2.08409, -3.22651)
H (-7.63916, -1.88882, 0.92013)
H (-8.28964, -3.45310, 0.52450)
H (-5.09360, -0.00384, -1.59960)
H (-3.67332, -0.93122, -1.21198)
H (-5.08105, -0.34292, 0.99010)
H (-6.77625, -5.13111, -0.05134)
H (-5.39498, -4.33944, 1.91907)
H (-3.83837, -3.98062, 0.82090)
H (-5.14305, -6.93735, 0.52455)
H (-3.44008, -6.23624, 0.12352)
H (-3.12823, -7.71304, 2.14898)
H (-4.64655, -7.94384, 3.96394)
H (-5.86189, -7.11997, 2.73965)
H (-5.12370, -6.03256, 4.09470)
H (-2.20651, -4.84895, 2.10913)
H (-2.77584, -5.18846, 3.94573)
H (-1.49812, -6.30511, 3.07797)
H (-2.52887, -4.68061, -1.28520)
H (-2.60262, -3.24734, -2.27169)
H (-5.68275, -3.71812, -3.77278)
H (-4.49645, -5.56733, -4.42829)
H (-4.03801, -6.72351, -2.98274)
H (-1.92395, -4.33173, -4.03627)
H (-2.20176, -5.89288, -5.05513)
H (0.08562, -6.16414, -1.60166)
H (-0.59046, -4.52174, -2.26976)
H (2.97939, -2.94237, -4.98954)
C (5.54734, 0.88525, -0.94665)
C (5.73388, -0.32164, -1.48973)
C (6.73614, -1.25951, -0.94652)
O (6.90894, -2.36358, -1.44420)
C (7.52268, -0.81291, 0.22040)
C (7.33614, 0.39398, 0.76349)
C (6.33388, 1.33186, 0.22028)
O (6.16109, 2.43592, 0.71796)
H (4.81696, 1.58549, -1.33323)
H (5.16442, -0.66422, -2.34540)
H (8.25307, -1.51315, 0.60699)
H (7.90560, 0.73656, 1.61916)
C (7.54604, 4.57530, 3.93690)
C (7.73258, 3.36840, 3.39381)
C (8.73484, 2.43053, 3.93702)
O (8.90763, 1.32646, 3.43934)
C (9.52137, 2.87713, 5.10395)
C (9.33484, 4.08402, 5.64703)
C (8.33258, 5.02190, 5.10382)
O (8.15978, 6.12597, 5.60151)
H (6.81565, 5.27553, 3.55031)
H (7.16312, 3.02583, 2.53814)
H (10.25176, 2.17689, 5.49053)
H (9.90430, 4.42660, 6.50271)
C (-11.01553, 3.58412, 3.36089)
C (-10.27452, 3.34979, 2.27354)
C (-9.01798, 2.57922, 2.35431)
O (-8.33809, 2.36598, 1.35992)
C (-8.61310, 2.07654, 3.68216)
C (-9.35411, 2.31087, 4.76950)
C (-10.61065, 3.08144, 4.68874)
O (-11.29054, 3.29468, 5.68312)
H (-11.93936, 4.14808, 3.31922)
H (-10.55831, 3.71111, 1.29235)
H (-7.68927, 1.51258, 3.72383)
H (-9.07031, 1.94955, 5.75069)
C (10.94796, 7.93713, 2.06758)
C (10.96375, 7.44221, 3.30900)
C (11.90430, 6.37193, 3.69510)
O (11.91808, 5.91696, 4.83058)
C (12.82728, 5.87118, 2.65724)
C (12.81150, 6.36610, 1.41581)
C (11.87095, 7.43638, 1.02972)
O (11.85717, 7.89135, -0.10576)
H (10.26405, 8.72171, 1.76768)
H (10.29362, 7.79942, 4.08175)
H (13.51120, 5.08659, 2.95714)
H (13.48163, 6.00888, 0.64307)
C (7.58831, 9.95745, -3.40219)
C (8.32932, 9.72312, -4.48953)
C (9.58587, 8.95255, -4.40877)
O (10.26575, 8.73930, -5.40315)
C (9.99074, 8.44987, -3.08092)
C (9.24973, 8.68419, -1.99357)
C (7.99319, 9.45476, -2.07434)
O (7.31330, 9.66801, -1.07996)
H (6.66448, 10.52141, -3.44386)
H (8.04553, 10.08443, -5.47072)
H (10.91457, 7.88590, -3.03925)
H (9.53353, 8.32288, -1.01238)

HOMO = -8.979 eV
structure (SMILES) = CC[C@H](C)CO[C@](N)(B(N)O)[C@H](CCC(C)C)O[C@](N)(O)CCOCC(F)(F)C(F)(F)C(F)(F)C(F)F.O=C1C=CC(=O)C=C1.O=C1C=CC(=O)C=C1.O=C1C=CC(=O)C=C1.O=C1C=CC(=O)C=C1.O=C1C=CC(=O)C=C1
charge = 0
orbital gap = 7.1 eV

Mulliken atomic charge list, values in e, 99 entries: number 1, C, carries -0.621; number 2, C, carries -0.502; number 3, C, carries 1.062; number 4, C, carries -1.188; number 5, C, carries -0.993; number 6, O, carries -0.405; number 7, C, carries 0.105; number 8, N, carries -0.350; number 9, B, carries 0.914; number 10, N, carries -0.489; number 11, O, carries -0.818; number 12, C, carries -0.537; number 13, C, carries -0.235; number 14, C, carries -0.563; number 15, C, carries 0.406; number 16, C, carries -1.110; number 17, C, carries -1.019; number 18, O, carries -0.335; number 19, C, carries 0.081; number 20, N, carries -0.161; number 21, O, carries -0.486; number 22, C, carries -0.676; number 23, C, carries -0.348; number 24, O, carries -0.406; number 25, C, carries -0.381; number 26, C, carries 0.808; number 27, F, carries -0.326; number 28, F, carries -0.290; number 29, C, carries 0.349; number 30, F, carries -0.279; number 31, F, carries -0.296; number 32, C, carries 0.652; number 33, F, carries -0.282; number 34, F, carries -0.298; number 35, C, carries 0.216; number 36, F, carries -0.252; number 37, F, carries -0.298; number 38, H, carries 0.235; number 39, H, carries 0.312; number 40, H, carries -0.060; number 41, H, carries 0.155; number 42, H, carries 0.464; number 43, H, carries -0.083; number 44, H, carries 0.313; number 45, H, carries 0.310; number 46, H, carries 0.231; number 47, H, carries 0.280; number 48, H, carries 0.264; number 49, H, carries 0.193; number 50, H, carries 0.342; number 51, H, carries 0.225; number 52, H, carries 0.172; number 53, H, carries 0.304; number 54, H, carries 0.298; number 55, H, carries 0.347; number 56, H, carries 0.095; number 57, H, carries 0.302; number 58, H, carries -0.115; number 59, H, carries 0.423; number 60, H, carries 0.338; number 61, H, carries 0.225; number 62, H, carries 0.279; number 63, H, carries 0.242; number 64, H, carries 0.245; number 65, H, carries 0.266; number 66, H, carries 0.067; number 67, H, carries 0.304; number 68, H, carries 0.428; number 69, H, carries 0.302; number 70, H, carries 0.259; number 71, H, carries 0.221; number 72, H, carries 0.355; number 73, H, carries 0.305; number 74, H, carries 0.190; number 75, H, carries 0.286; number 76, C, carries -0.570; number 77, C, carries -0.251; number 78, C, carries 0.219; number 79, O, carries -0.558; number 80, C, carries -0.600; number 81, C, carries -0.135; number 82, C, carries 0.668; number 83, O, carries -0.600; number 84, H, carries 0.452; number 85, H, carries 0.524; number 86, H, carries 0.458; number 87, H, carries 0.425; number 88, C, carries -0.578; number 89, C, carries -0.110; number 90, C, carries 0.628; number 91, O, carries -0.598; number 92, C, carries -0.438; number 93, C, carries -0.441; number 94, C, carries 0.370; number 95, O, carries -0.589; number 96, H, carries 0.481; number 97, H, carries 0.433; number 98, H, carries 0.443; number 99, H, carries 0.398